[1]
A molecular structure, C31H24N8O2S5Ta, computed with wB97M-V/def2-TZVPD.

Computed properties:
* E_LUMO: -3.8668 eV
* frontier orbital gap: 0.254 Eh
* charge: +1

Each line ends with the Mulliken charge.
Geometry (Å):
Ta -0.47 0.37 1.15  -0.72
N -1.86 -6.44 1.64  -0.48
C -2.04 -5.14 1.95  1.18
C -3.30 -4.53 1.80  -0.90
C -3.47 -3.19 2.07  -0.46
C -2.39 -2.45 2.52  -0.18
C -1.14 -3.04 2.71  -0.57
C -0.97 -4.37 2.44  -0.88
S -2.50 -0.70 2.57  1.12
O -3.63 -0.14 3.24  -0.68
O -1.18 -0.18 3.02  -0.60
N -2.34 -0.23 1.04  0.82
C -3.26 -0.29 0.05  0.50
N -4.43 -0.88 0.26  -0.39
C -5.29 -0.86 -0.75  -0.18
C -4.99 -0.28 -1.97  -0.92
C -3.72 0.28 -2.08  0.04
N -2.85 0.29 -1.09  -0.02
H -2.64 -7.01 1.35  0.19
H -0.97 -6.87 1.78  0.20
H -4.13 -5.12 1.45  0.33
H -4.42 -2.70 1.94  0.60
H -0.33 -2.44 3.09  0.78
H -0.01 -4.83 2.60  0.38
H -6.24 -1.34 -0.55  0.47
H -5.70 -0.26 -2.78  0.41
H -3.38 0.73 -3.01  0.38
S -0.13 -1.64 -0.36  -0.34
C 1.36 -1.99 0.48  0.98
S 1.61 -0.95 1.85  -0.48
C 2.21 -2.99 0.11  0.55
C 3.35 -3.34 0.87  -0.23
N 4.27 -3.66 1.47  -0.48
C 2.00 -3.71 -1.09  -0.30
N 1.88 -4.25 -2.09  -0.51
S -1.48 2.71 1.01  -0.47
C -0.31 3.05 2.23  0.74
C -0.19 4.27 2.91  -0.85
C 0.78 4.39 3.88  -0.25
C 1.62 3.30 4.15  -0.93
C 1.45 2.15 3.42  -0.29
N 0.51 2.02 2.49  0.06
H -0.86 5.08 2.65  0.52
H 0.88 5.31 4.43  0.44
H 2.38 3.37 4.91  0.47
H 2.09 1.28 3.56  0.52
N 0.94 1.19 -0.09  0.27
S 0.67 2.24 -1.33  0.41
C 0.80 1.16 -2.76  0.48
C 1.88 0.31 -2.91  -0.25
C 1.94 -0.51 -4.02  -0.83
C 0.93 -0.48 -4.97  -0.50
C -0.16 0.36 -4.80  -0.72
C -0.23 1.19 -3.69  -0.19
C 2.30 3.03 -1.46  0.32
C 2.73 3.50 -2.69  -0.55
C 3.99 4.06 -2.78  -0.65
C 4.80 4.16 -1.66  -0.51
C 4.33 3.73 -0.43  -0.72
C 3.07 3.17 -0.32  0.05
H 1.88 0.81 -0.19  0.46
H 2.68 0.29 -2.18  0.41
H 2.79 -1.17 -4.15  0.48
H 0.99 -1.12 -5.83  0.43
H -0.94 0.39 -5.54  0.46
H -1.07 1.84 -3.53  0.49
H 2.10 3.41 -3.56  0.47
H 4.35 4.43 -3.74  0.42
H 5.79 4.57 -1.74  0.41
H 4.95 3.82 0.45  0.44
H 2.70 2.83 0.63  0.34



[2]
2 unconnected molecules or ions with the total composition C2H9N2O, computed with wB97M-V/def2-TZVPD.

Computed properties:
* E_LUMO: -3.5222 eV
* frontier orbital gap: 0.374 Eh
* charge: +1

Each line ends with the natural charge from an NBO analysis.
Geometry (Å):
C 2.48 -0.95 -0.80  -0.46
N 1.69 -0.29 0.25  -0.69
H 3.47 -1.49 -0.31  0.25
H 1.86 -1.73 -1.33  0.26
H 2.93 -0.36 -1.58  0.25
H 0.74 0.06 0.09  0.48
H 2.21 0.51 0.65  0.44
H 1.51 -0.89 1.09  0.46
C -2.55 0.30 0.09  0.54
N -3.13 1.42 0.57  -0.80
O -1.57 -0.22 0.60  -0.70
H -3.00 -0.20 -0.80  0.14
H -3.88 1.96 0.09  0.42
H -2.76 1.88 1.39  0.41



[3]
A molecular structure, C4H4O2Yb, computed with wB97M-V/def2-TZVPD.

Computed properties:
* E_LUMO (alpha / beta): -14.3402 / -16.6779 eV
* frontier orbital gap (alpha / beta): 0.333 / 0.229 Eh
* charge: +3
* spin multiplicity: 2

Each line ends with the Mulliken spin population.
Geometry (Å):
H -0.52 -1.24 -1.61  0.00
O 2.40 1.84 -0.45  0.17
C 1.66 1.16 0.12  0.04
C 0.82 0.40 0.82  0.41
C -0.67 -0.65 -0.70  0.20
C -1.58 0.29 -0.48  0.14
H 0.52 0.66 1.83  0.00
H -1.81 0.69 0.50  0.00
H -2.17 0.63 -1.33  0.01
O 0.35 -0.85 0.25  0.03
Yb 1.01 -2.93 1.06  0.00



| no. | largest force on an atom (eV/A) | energy (eV) |
| --- | --- | --- |
| 1 | 3.82 | -104276.3161 |
| 2 | 4.22 | -7241.0301 |
| 3 | 6.38 | -39799.4539 |